1.
{"formula": "C5H8O", "method": "ωB97M-V/def2-TZVPD", "symbols": ["C", "C", "C", "C", "C", "O", "H", "H", "H", "H", "H", "H", "H", "H"], "positions_angstrom": [[-1.882355, 0.414722, 0.257717], [-0.500129, -0.096319, -0.047211], [0.883709, -0.710308, 0.940918], [1.750607, -0.239085, -0.233310], [0.539907, 0.314194, -0.959675], [-0.332750, -0.760157, -1.289406], [-1.890575, 0.900665, 1.233457], [-2.660340, -0.364192, 0.261945], [-2.166887, 1.148893, -0.506038], [0.997045, -0.068443, 1.809123], [0.006337, -1.341172, 0.853721], [2.440941, 0.568010, 0.050089], [2.311216, -0.975958, -0.817994], [0.503280, 1.209154, -1.553336]], "forces_ev_per_angstrom": [[0.3, 0.2, 0.1], [0.5, 1.2, 0.2], [-2.2, 1.2, -0.7], [-0.2, 0.1, -0.3], [0.3, 0.6, -0.8], [0.0, -0.2, 0.4], [0.0, 0.1, 0.0], [0.5, 0.0, 0.0], [0.1, -0.1, 0.1], [-0.3, -0.4, 0.2], [1.5, -2.5, 1.1], [-0.2, -0.3, 0.2], [-0.2, 0.0, 0.2], [0.1, 0.1, -0.6]], "homo_energy_ev": -8.39, "homo_lumo_gap_ev": 9.42, "total_charge": 0, "molar_mass_g_mol": 84.12, "smiles": "C[C@]12CC[C@H]1O2"}

***

2.
{"formula": "C5H8O", "method": "ωB97M-V/def2-TZVPD", "symbols": ["C", "C", "C", "C", "O", "C", "H", "H", "H", "H", "H", "H", "H", "H"], "positions_angstrom": [[-2.789042, 0.339803, 0.118281], [-1.833737, -0.558812, -0.088976], [-0.366005, -0.533067, 0.071759], [0.340703, 0.607009, -0.060823], [1.709396, 0.732592, -0.162654], [2.425188, -0.453003, 0.130676], [-3.749918, -0.025542, -0.238779], [-2.643419, 1.389888, 0.508219], [-2.044947, -1.530316, -0.588487], [0.078404, -1.486211, 0.205064], [-0.169398, 1.632683, 0.008567], [2.377187, -1.167067, -0.771573], [3.560979, -0.181401, 0.054960], [2.253304, -0.904351, 1.097763]], "forces_ev_per_angstrom": [[0.0, 0.4, -0.2], [1.0, -0.9, -0.4], [-0.2, 2.0, 0.0], [-0.2, 0.9, 0.5], [-1.1, -0.3, 0.9], [3.2, -0.1, -2.8], [-0.2, 0.8, 0.3], [-0.2, -1.5, -0.4], [-0.7, 0.7, 0.6], [0.6, -0.6, -0.2], [0.9, -1.7, -0.7], [-0.6, 0.6, 1.6], [-2.0, -0.1, 0.5], [-0.5, -0.1, 0.1]], "homo_energy_ev": -8.40, "homo_lumo_gap_ev": 9.41, "total_charge": 0, "molar_mass_g_mol": 84.12, "smiles": "C=C/C=C/OC"}

***

3.
{"formula": "C5H8O", "method": "ωB97M-V/def2-TZVPD", "symbols": ["C", "C", "C", "C", "C", "O", "H", "H", "H", "H", "H", "H", "H", "H"], "positions_angstrom": [[1.212427, -1.056636, -0.188055], [0.012345, -0.161868, -0.860851], [-1.376951, -0.338836, -0.269455], [-0.635259, 0.959411, -0.075407], [-0.207539, 1.282698, 1.312768], [0.036192, 2.391063, 1.728554], [1.051256, -1.675056, 0.737166], [1.620027, -1.737463, -0.944834], [1.936266, -0.297732, 0.083239], [0.187730, -0.087491, -1.919892], [-0.546854, -1.153791, 0.011942], [-2.281074, -0.358280, -0.900486], [-0.837281, 1.847132, -0.685597], [-0.171286, 0.386850, 1.970907]], "forces_ev_per_angstrom": [[-0.1, 1.0, -0.6], [2.4, -0.1, -0.1], [1.0, -0.9, -0.2], [0.6, -0.2, -0.1], [0.2, 0.2, 0.1], [-0.1, -0.5, -0.2], [-0.6, 0.7, -0.8], [0.0, 0.3, 0.1], [0.6, -0.2, 0.0], [0.0, 0.5, -0.2], [-4.4, -0.1, 1.4], [0.8, -0.5, 0.4], [-0.3, -0.5, 0.2], [0.1, 0.2, 0.1]], "homo_energy_ev": -9.37, "homo_lumo_gap_ev": 10.34, "total_charge": 0, "molar_mass_g_mol": 84.12}

***

4.
{"formula": "C5H8O", "method": "ωB97M-V/def2-TZVPD", "symbols": ["O", "C", "C", "C", "C", "C", "H", "H", "H", "H", "H", "H", "H", "H"], "positions_angstrom": [[-0.126245, -0.527550, 2.023218], [-0.256077, 0.441162, 1.019143], [1.025249, 0.799788, 0.203772], [0.307822, 0.293321, -1.032858], [-0.012732, -1.172688, -0.970292], [-0.960660, 0.068760, -0.318172], [0.356090, -1.272244, 1.635004], [-0.733599, 1.307246, 1.482773], [1.926160, 0.247276, 0.486038], [1.234349, 1.871805, 0.178712], [0.289602, 0.773508, -2.005770], [-0.691991, -1.412154, -0.100508], [-0.436765, -1.521863, -1.910755], [-1.985414, 0.225706, -0.618985]], "forces_ev_per_angstrom": [[0.0, -0.3, -0.1], [-0.2, 0.3, -0.1], [0.1, 0.0, 0.1], [-0.1, 0.4, -0.1], [-0.9, 0.2, 0.0], [-0.3, 0.8, -0.3], [0.0, 0.1, 0.2], [0.1, -0.1, -0.1], [-0.1, 0.1, 0.0], [-0.1, -0.1, 0.1], [0.4, -0.3, 0.0], [1.2, -1.4, 0.2], [-0.3, 0.1, 0.2], [0.1, 0.1, -0.1]], "homo_energy_ev": -8.52, "homo_lumo_gap_ev": 9.57, "total_charge": 0, "molar_mass_g_mol": 84.12, "smiles": "O[C@H]1C[C@H]2C[C@H]21"}

***

5.
{"formula": "C5H8O", "method": "ωB97M-V/def2-TZVPD", "symbols": ["C", "C", "C", "C", "O", "C", "H", "H", "H", "H", "H", "H", "H", "H"], "positions_angstrom": [[-0.116755, 1.663642, 0.740903], [-0.596010, 0.350412, 0.108625], [0.324578, -0.254298, -0.982116], [0.382027, -1.661363, -0.419216], [0.406068, -1.464159, 1.031691], [-0.513314, -0.577471, 1.335537], [0.904961, 1.549294, 1.123946], [-0.759976, 1.928917, 1.585374], [-0.126203, 2.479009, 0.015179], [-1.619498, 0.480712, -0.262050], [1.304299, 0.238082, -1.061362], [-0.137715, -0.245436, -1.974334], [1.150357, -2.382102, -0.691535], [-0.602819, -2.105237, -0.550641]], "forces_ev_per_angstrom": [[0.0, 0.2, -0.1], [-0.1, 0.1, 0.2], [-0.1, -0.1, 0.1], [0.0, -0.1, -0.2], [-0.8, -0.1, 0.3], [0.8, 0.3, -0.1], [-0.2, 0.1, -0.1], [0.1, 0.0, -0.2], [0.0, 0.0, 0.0], [0.1, -0.1, 0.2], [-0.2, -0.2, 0.2], [0.1, 0.0, 0.2], [0.2, 0.3, 0.0], [0.1, -0.4, -0.5]], "homo_energy_ev": -8.46, "homo_lumo_gap_ev": 9.35, "total_charge": 0, "molar_mass_g_mol": 84.12}

***

6.
{"formula": "C5H8O", "method": "ωB97M-V/def2-TZVPD", "symbols": ["C", "C", "O", "C", "C", "C", "H", "H", "H", "H", "H", "H", "H", "H"], "positions_angstrom": [[2.179773, 0.249819, 0.745573], [1.144654, -0.583701, 0.818242], [1.227063, -1.915709, 1.079283], [-0.248592, -0.168885, 0.448786], [-0.559051, 0.572001, -0.611358], [-1.899845, 0.541572, -1.280221], [2.230693, 1.174089, 0.199214], [3.074067, 0.081349, 1.341524], [0.406446, -2.143284, 1.548319], [-1.032446, -0.669898, 0.999719], [0.083290, 1.391140, -0.929379], [-1.704213, 0.204601, -2.296071], [-2.485718, -0.232073, -0.788415], [-2.416115, 1.498974, -1.275216]], "forces_ev_per_angstrom": [[1.1, -0.5, 1.0], [-0.9, 1.7, -0.9], [-0.1, 0.2, 1.3], [0.9, -0.6, -0.8], [-0.7, 1.1, 0.7], [0.4, -0.3, 0.6], [-0.8, 0.4, 0.2], [0.2, -0.7, -0.6], [0.4, -0.3, -0.3], [-0.3, -0.6, -0.3], [0.6, -0.7, -0.5], [-0.3, 0.2, -0.3], [-0.4, 0.1, -0.1], [-0.1, 0.0, -0.1]], "homo_energy_ev": -8.25, "homo_lumo_gap_ev": 9.18, "total_charge": 0, "molar_mass_g_mol": 84.12, "smiles": "C=C(O)/C=C/C"}

***

7.
{"formula": "C5H8O", "method": "ωB97M-V/def2-TZVPD", "symbols": ["C", "C", "C", "C", "C", "H", "H", "H", "H", "H", "H", "O", "H", "H"], "positions_angstrom": [[0.755024, -1.107886, 1.192574], [0.395869, 0.159664, 0.510861], [0.842615, 0.667460, -0.688864], [-0.440989, 1.545718, -0.788937], [-0.874728, 1.082846, 0.395688], [0.688049, -1.021758, 2.310493], [1.761798, -1.447539, 0.950426], [0.264695, -1.963002, 0.959124], [1.798877, 0.439682, -1.246972], [-0.716394, 2.372959, -1.542604], [-1.669951, 1.239586, 1.072929], [-1.552251, -0.610337, -2.100064], [-1.433944, 0.565364, -2.085800], [-1.875382, -0.854074, -1.125581]], "forces_ev_per_angstrom": [[2.0, 2.4, 2.5], [0.6, 0.0, -3.1], [0.9, -1.2, 2.0], [0.0, 1.8, -0.4], [1.1, -0.1, -0.8], [0.1, 0.0, -0.8], [0.4, 0.7, 0.0], [-2.6, -2.3, -1.1], [-1.6, 0.4, 0.4], [0.2, -1.3, 1.5], [-0.8, 0.4, 0.3], [-0.7, 3.7, 2.3], [-0.8, -5.6, 0.4], [1.1, 1.3, -3.2]], "homo_energy_ev": [-7.76, -7.76], "homo_lumo_gap_ev": [7.68, 7.68], "total_charge": 0, "molar_mass_g_mol": 84.12, "smiles": "CC1=CC=C1.O"}

***

8.
{"formula": "C5H8O", "method": "ωB97M-V/def2-TZVPD", "symbols": ["C", "C", "C", "C", "C", "O", "H", "H", "H", "H", "H", "H", "H", "H"], "positions_angstrom": [[-1.600590, 0.791485, 0.059595], [-1.245548, -0.490912, 0.033898], [0.054470, -0.988873, 0.645735], [1.137372, 0.065202, 0.642613], [1.582577, 0.558741, -0.514624], [1.104389, 0.192097, -1.732401], [-2.516807, 1.162675, -0.385326], [-0.959878, 1.519703, 0.549043], [-1.902388, -1.228121, -0.429174], [0.404932, -1.870391, 0.089900], [-0.147226, -1.341288, 1.663937], [1.529442, 0.458365, 1.574423], [2.358788, 1.314477, -0.596340], [0.200462, -0.143161, -1.601282]], "forces_ev_per_angstrom": [[0.0, -0.2, 0.0], [-0.2, 0.2, 0.1], [0.0, 0.0, 0.0], [0.1, 0.0, -0.2], [0.1, 0.1, 0.3], [-0.2, 0.0, 0.0], [0.0, -0.2, 0.1], [-0.1, 0.0, -0.2], [0.1, 0.1, 0.1], [-0.1, 0.1, 0.1], [0.1, 0.0, -0.1], [0.0, -0.1, -0.2], [0.0, -0.2, 0.1], [0.2, 0.1, -0.2]], "homo_energy_ev": -8.80, "homo_lumo_gap_ev": 9.82, "total_charge": 0, "molar_mass_g_mol": 84.12, "smiles": "C=CC/C=C\\O"}

***

Asked for relative energy (zero: lowest compared OMol25 entry of this formula, charge and spin) across the records above, the calculation gives 427.9; 242.8; 399.5; 410.2; 297.4; 209.7; 547.9; 148.6 kJ/mol in order.
Asked for energy across the records above, the calculation gives -270.39491; -270.46542; -270.40574; -270.40165; -270.44463; -270.47801; -270.34920; -270.50128 Ha in order.